Below is a cluster of 2 separate species, C2H5NO4 in total in a non-equilibrium geometry, with properties calculated with ωB97M-V/def2-TZVPD.

```
12
C2H5NO4 (ωB97M-V/def2-TZVPD)
C -1.21726 -0.27270 0.86537
C -0.19214 0.41111 0.04014
N 1.22197 -0.07896 0.33928
O 1.43244 -1.13122 0.85892
O 2.06347 0.71442 -0.01303
O -0.17870 1.54494 -0.60149
O 0.54570 -0.81401 -1.80662
H -2.23653 -0.30246 0.58018
H -0.84596 -1.28993 0.88878
H -1.12829 0.15095 1.80681
H 0.86337 1.86351 -0.78018
H -0.32807 -0.79565 -2.17816
```

Properties
Highest occupied orbital energy (spin up / spin down) in eV: -7.50 / -10.79
2S+1: 3
Energy in eV: -11827.4692
Energy above the lowest of the compared OMol25 structures with the same formula, charge and spin in kJ/mol: 356.55
⟨S²⟩: 2.007
Charge: 0



Below is a cluster of 2 separate species, C2H5NO4S in total in a non-equilibrium geometry, with properties calculated with ωB97M-V/def2-TZVPD.

```
13
C2H5NO4S (ωB97M-V/def2-TZVPD)
C -1.27904 0.34274 2.21367
C 0.60814 -1.26581 -0.79688
N 0.51530 -0.09745 -1.24171
O 0.24394 2.11507 0.33076
O -2.28610 0.17962 2.99696
O -0.49828 1.35261 2.63236
O 1.35995 2.95757 2.34942
S 0.93856 1.74205 1.73917
H 0.87049 -2.14630 -1.38522
H 0.38279 -1.41226 0.25297
H -2.33586 0.81460 3.74876
H 0.17084 1.33733 -0.26938
H 0.70755 0.02620 -2.23511
```

Properties
Highest occupied orbital energy in eV: -9.42
Energy in eV: -22667.4791
Energy above the lowest of the compared OMol25 structures with the same formula, charge and spin in kJ/mol: 217.69
Charge: 0



Below is a structure of composition C2H5NOS in a non-equilibrium geometry, with properties calculated with ωB97M-V/def2-TZVPD.

```
10
C2H5NOS (ωB97M-V/def2-TZVPD)
C -0.68350 0.68163 -1.04371
C 0.91397 -0.19228 0.95116
N 0.51540 -1.64446 0.40490
O -0.66841 -1.70913 0.38772
S 1.01134 0.27766 -0.73333
H -1.06237 0.76055 -2.08975
H -0.84530 1.61910 -0.46974
H -1.11562 -0.08017 -0.45454
H 1.83027 0.01470 1.43409
H 0.10422 0.27239 1.61319
```

Properties
Highest occupied orbital energy in eV: -8.64
Energy in eV: -16524.2418
Energy above the lowest of the compared OMol25 structures with the same formula, charge and spin in kJ/mol: 399.41
Charge: 0



Below is an isolated molecule of C2H5NOS in a non-equilibrium geometry, with properties calculated with ωB97M-V/def2-TZVPD.

```
10
C2H5NOS (ωB97M-V/def2-TZVPD)
N -0.88374 0.09820 -0.84600
C 0.21901 -0.64613 -0.19047
C 0.96340 0.23920 0.74933
O 2.16750 0.30379 0.70072
S -0.03590 1.11510 1.88913
H -0.60092 0.70227 -1.56458
H -1.57865 -0.54965 -1.23753
H 0.91016 -0.97180 -0.94284
H -0.09958 -1.47829 0.38498
H -1.06128 1.18732 1.05725
```

Properties
Structure (SMILES): NCC(=O)S
Highest occupied orbital energy in eV: -9.81
Energy in eV: -16527.5317
Energy above the lowest of the compared OMol25 structures with the same formula, charge and spin in kJ/mol: 81.98
Charge: 0